A molecular structure, C16H36NbO10, computed with ωB97M-V/def2-TZVPD.

Last column: Mulliken charge in e.
Atoms and positions in Å:
1 C 0.5624 -2.7431 -0.5396  -1.208
2 Nb -0.7264 -0.9607 -1.0302  -0.656
3 C -2.4519 -2.0408 0.0019  -1.237
4 C -2.9161 -3.1951 -0.8202  0.508
5 C -4.2281 -3.1346 -1.5126  -0.698
6 O -4.0475 -3.9576 -0.3704  -0.272
7 H 1.2688 -2.5256 0.2687  0.282
8 H 1.1375 -3.0050 -1.4333  0.294
9 H -0.0394 -3.5906 -0.1997  0.355
10 H -1.3968 -1.4611 -2.6887  0.009
11 H -1.8003 0.5412 -1.1114  -0.024
12 H -0.0488 -0.0235 0.4258  -0.002
13 H 0.5982 -0.1997 -2.0809  0.105
14 H -2.0686 -2.4602 0.9402  0.195
15 H -3.3301 -1.4126 0.1629  0.540
16 H -2.1478 -3.7730 -1.3413  0.256
17 H -4.6751 -2.1554 -1.3828  0.280
18 H -4.1395 -3.5943 -2.4907  0.272
19 C 1.1456 5.5116 -5.0423  -1.106
20 C 0.5317 5.4122 -3.6626  -0.181
21 O 0.6110 4.0829 -3.1364  -0.345
22 C 1.7898 3.7340 -2.6199  0.727
23 O 2.7607 4.4586 -2.5563  -0.614
24 O 1.7151 2.4885 -2.2050  -0.188
25 C 2.9071 1.9283 -1.6536  -0.428
26 H 0.6946 4.7758 -5.7085  0.308
27 H 0.9785 6.5078 -5.4543  0.360
28 H 2.2181 5.3279 -4.9997  0.292
29 H -0.5350 5.6262 -3.6935  0.310
30 H 1.0018 6.1084 -2.9680  0.284
31 H 3.2995 2.5649 -0.8624  0.121
32 H 3.6570 1.7953 -2.4329  0.320
33 H 2.5956 0.9672 -1.2566  0.107
34 C 4.7958 6.3180 -0.8736  -0.876
35 C 5.0220 5.0723 -0.0548  -0.028
36 O 6.1258 5.2172 0.8706  -0.362
37 C 5.8575 5.8830 1.9834  0.738
38 O 4.7983 6.3537 2.3101  -0.554
39 O 6.9796 5.9446 2.7140  -0.351
40 C 6.8429 6.6681 3.9378  -0.637
41 H 5.7163 6.6135 -1.3802  0.286
42 H 4.0284 6.1174 -1.6178  0.154
43 H 4.4731 7.1459 -0.2423  0.319
44 H 5.3101 4.2373 -0.6888  0.254
45 H 4.1264 4.7885 0.4959  0.273
46 H 6.0045 6.2903 4.5189  0.299
47 H 6.6953 7.7291 3.7402  0.286
48 H 7.7754 6.5127 4.4720  0.217
49 C -5.6748 -5.1515 2.7737  -1.135
50 C -4.8126 -6.0361 1.9049  0.062
51 O -4.2967 -7.1700 2.6474  -0.367
52 C -5.1346 -8.1744 2.8235  0.751
53 O -6.2664 -8.2637 2.4167  -0.566
54 O -4.5106 -9.1210 3.5425  -0.347
55 C -5.3169 -10.2595 3.8397  -0.642
56 H -5.1252 -4.8426 3.6637  0.329
57 H -5.9558 -4.2640 2.2076  0.334
58 H -6.5786 -5.6724 3.0901  0.325
59 H -3.9358 -5.4968 1.5633  0.166
60 H -5.3524 -6.3908 1.0298  0.311
61 H -5.7578 -10.6701 2.9338  0.296
62 H -6.1107 -9.9959 4.5378  0.284
63 H -4.6441 -10.9809 4.2942  0.216

Output
* highest occupied orbital energy: -5.0 eV
* charge: -1


A molecular structure, C16H37AsMoN3OS2SbSe4Si3, computed with ωB97M-V/def2-TZVPD.

Last column: Mulliken charge in e.
Atoms and positions in Å:
1 Mo -0.7581 0.2288 -0.9263  -0.077
2 O -0.1729 2.0807 -0.3188  0.049
3 N -0.5480 3.1281 -1.0782  0.003
4 C -0.7072 4.3180 -0.4719  -0.128
5 C -1.1165 5.4065 -1.1936  -0.827
6 C -1.3473 5.2652 -2.5621  -0.303
7 C -1.1465 4.0420 -3.1644  -0.720
8 C -0.7427 2.9471 -2.4009  0.560
9 S -0.4957 1.3561 -3.0241  -0.298
10 H -0.5077 4.3189 0.5890  0.295
11 H -1.2594 6.3534 -0.6953  0.453
12 H -1.6915 6.1073 -3.1463  0.409
13 H -1.3121 3.8918 -4.2207  0.482
14 C 1.9793 0.9474 3.9901  -0.963
15 Si 1.1718 1.5355 2.3885  0.579
16 C 2.4113 2.6207 1.4553  -1.167
17 C -0.4287 2.4485 2.8262  -1.140
18 As 0.5474 -0.3855 1.1200  0.723
19 Si -0.7642 -1.8121 2.5808  0.326
20 C -1.4743 -3.1358 1.4522  -0.504
21 C 0.3592 -2.5630 3.8968  -1.107
22 C -2.0936 -0.7323 3.3596  -0.847
23 Si 2.5829 -1.4015 0.4228  0.658
24 C 2.2592 -3.1568 -0.1940  -0.904
25 C 3.8275 -1.4162 1.8359  -1.053
26 C 3.1510 -0.2641 -0.9863  -0.882
27 H 2.0414 1.7744 4.7008  0.408
28 H 2.9919 0.5773 3.8236  0.278
29 H 1.4019 0.1462 4.4547  0.132
30 H 2.4176 3.6282 1.8778  0.430
31 H 2.1784 2.6969 0.3936  0.217
32 H 3.4213 2.2181 1.5563  0.335
33 H -0.2576 3.5200 2.9558  0.495
34 H -0.8320 2.0703 3.7674  0.383
35 H -1.1932 2.3058 2.0608  0.158
36 H -0.7466 -3.9237 1.2456  0.324
37 H -1.7856 -2.7063 0.5003  -0.289
38 H -2.3518 -3.6061 1.9007  0.469
39 H 1.3308 -2.8439 3.4878  0.227
40 H -0.1116 -3.4629 4.2982  0.433
41 H 0.5183 -1.8759 4.7289  0.349
42 H -2.4735 0.0043 2.6504  0.197
43 H -1.7227 -0.2025 4.2393  0.289
44 H -2.9411 -1.3474 3.6668  0.362
45 H 1.3021 -3.5394 0.1625  0.111
46 H 3.0442 -3.8335 0.1482  0.407
47 H 2.2373 -3.1922 -1.2831  0.294
48 H 3.3761 -1.8408 2.7348  0.276
49 H 4.1820 -0.4125 2.0750  0.253
50 H 4.6949 -2.0249 1.5740  0.436
51 H 2.2958 0.0705 -1.5799  0.065
52 H 3.8504 -0.7618 -1.6612  0.433
53 H 3.6494 0.6249 -0.5947  0.255
54 C -0.1732 -1.4944 -5.9960  -1.124
55 N 0.0410 -1.4745 -4.5571  -0.014
56 C -0.8739 -1.8186 -3.6689  0.508
57 N -2.0779 -2.1974 -4.0318  -0.100
58 S -0.4403 -1.8303 -1.9709  -0.340
59 H 0.7234 -1.1346 -6.4898  0.360
60 H -1.0058 -0.8435 -6.2685  0.342
61 H -0.3718 -2.5104 -6.3428  0.366
62 H 0.9396 -1.1976 -4.2001  0.274
63 H -2.3328 -2.3088 -5.0010  0.206
64 H -2.7573 -2.4781 -3.3160  -0.142
65 Se -3.8915 -3.4657 -1.7745  -0.538
66 Sb -5.0497 -1.6173 -0.7242  0.775
67 Se -2.9201 0.3123 -0.3616  -0.334
68 Se -5.7036 -1.8690 1.5790  -0.419
69 Se -6.3476 -0.2640 -2.2942  -0.163

Output
* energy above the lowest of the compared OMol25 structures with the same formula, charge and spin: 15.8 kcal/mol
* highest occupied orbital energy (alpha / beta): -10.3 / -10.3 eV
* multiplicity: 2
* charge: +1


A molecular structure, C16H37F3N8O8S2Si2V, computed with ωB97M-V/def2-TZVPD.

Last column: Mulliken charge in e.
Atoms and positions in Å:
1 V -0.3261 -0.0757 -0.0563  0.280
2 C 4.1287 -1.4124 2.6487  -1.271
3 N 3.0393 -1.8610 1.7986  0.219
4 C 2.4441 -3.1363 2.2011  -1.183
5 C 2.3392 -0.9908 1.0311  -0.250
6 N 1.3502 -1.2936 0.2679  0.983
7 N 2.8168 0.3237 1.0671  0.188
8 C 2.1163 1.4351 0.6404  -0.194
9 N 2.5636 2.6006 1.2061  -0.706
10 N 1.1833 1.4043 -0.2457  -0.025
11 H 3.7682 -0.7763 3.4648  0.361
12 H 4.9023 -0.9011 2.0724  0.366
13 H 4.5891 -2.2912 3.0924  0.413
14 H 2.4058 -3.1747 3.2905  0.432
15 H 3.0392 -3.9687 1.8210  0.297
16 H 1.4090 -3.2207 1.8849  0.398
17 H 1.0618 -2.2597 0.3595  -0.574
18 H 3.3799 0.5146 1.8773  0.375
19 H 2.8846 2.5228 2.1596  0.245
20 H 1.9057 3.3604 1.0939  0.315
21 H 0.7681 2.3265 -0.3856  0.189
22 F 0.8157 2.9524 3.4274  -0.215
23 C 0.1830 2.0993 4.2668  0.461
24 F -1.0142 2.6448 4.5373  -0.259
25 F 0.8762 2.0871 5.4071  -0.249
26 S 0.0331 0.3877 3.5738  1.210
27 O -0.8057 -0.2212 4.5575  -0.644
28 O 1.4258 -0.0048 3.5064  -0.632
29 O -0.5894 0.6299 2.2690  -0.746
30 C -4.2705 1.7495 2.8646  -1.042
31 N -3.4461 2.0760 1.7188  -0.004
32 C -2.5188 3.1780 1.7138  -0.368
33 C -1.5640 2.7686 0.6115  0.090
34 O -0.6076 3.4567 0.2818  -0.776
35 N -1.9326 1.5482 0.1049  0.455
36 C -3.0267 1.1649 0.8225  0.313
37 N -3.6667 0.0209 0.6337  -0.527
38 H -3.6747 1.3032 3.6654  0.313
39 H -5.0482 1.0487 2.5681  0.389
40 H -4.7517 2.6565 3.2273  0.354
41 H -1.9731 3.2720 2.6524  0.052
42 H -3.0004 4.1290 1.4776  0.386
43 H -3.1146 -0.6543 0.0962  0.227
44 H -3.9584 -0.4917 1.4672  0.406
45 C 0.3084 -3.5097 -1.6954  -1.284
46 Si 0.4919 -1.9277 -2.7092  0.528
47 C 2.3236 -1.4431 -2.7575  -1.200
48 C 0.1160 -2.5059 -4.4751  -1.365
49 C -0.5762 -0.4982 -2.1495  1.048
50 Si -0.5872 0.9130 -3.3645  0.176
51 C -1.3866 0.4292 -5.0143  -1.240
52 C -1.5963 2.4233 -2.8667  -1.176
53 C 1.1339 1.5633 -3.7777  -0.950
54 H 1.2625 -3.7998 -1.2428  0.311
55 H 0.0247 -4.3306 -2.3597  0.424
56 H -0.4457 -3.4604 -0.9090  0.194
57 H 2.9444 -2.3153 -2.5315  0.452
58 H 2.5544 -0.6657 -2.0281  0.185
59 H 2.6129 -1.0811 -3.7466  0.454
60 H 0.6687 -3.4346 -4.6518  0.356
61 H 0.4225 -1.7889 -5.2374  0.320
62 H -0.9470 -2.7213 -4.6144  0.318
63 H -1.6172 -0.8611 -2.1300  0.375
64 H -2.3103 -0.1336 -4.8518  0.307
65 H -0.7373 -0.1769 -5.6450  0.347
66 H -1.6440 1.3350 -5.5714  0.340
67 H -2.5921 2.1443 -2.5169  0.266
68 H -1.7119 3.0563 -3.7527  0.495
69 H -1.1194 3.0173 -2.0876  0.287
70 H 1.6900 0.8658 -4.4069  0.310
71 H 1.7219 1.7441 -2.8757  0.147
72 H 1.0441 2.5065 -4.3254  0.419
73 O -2.8955 -2.1189 2.2271  -0.859
74 S -1.6363 -2.5061 1.5814  1.161
75 O -1.6527 -3.8753 1.0981  -0.788
76 O -0.4421 -2.1839 2.3634  -0.529
77 O -1.5612 -1.5876 0.2840  -0.881

Output
* energy above the lowest of the compared OMol25 structures with the same formula, charge and spin: 6.0 kcal/mol
* highest occupied orbital energy (alpha / beta): -5.7 / -5.7 eV
* multiplicity: 3
* charge: -1


| no. | maximum force (Eh/bohr) |
| --- | --- |
| 1 | 0.0445 |
| 2 | 0.0376 |
| 3 | 0.0186 |